[1]
Here is a molecular structure, C44H52F3N4O2TeY from the Open Molecules 2025 dataset. Energies are from ωB97M-V/def2-TZVPD.

The geometry in XYZ format:
```
107
Properties=species:S:1:pos:R:3:forces:R:3:mulliken_spin:R:1
Te -1.00476 -0.17779 2.63178 -0.06 0.09 -0.06 0.35
Y 0.87239 2.13856 -0.42415 0.64 0.60 0.11 0.03
F -1.99248 0.00583 -7.72407 0.00 0.00 -0.04 0.00
F -0.08335 0.88850 -8.23484 -0.03 0.00 -0.04 0.00
F -1.86773 2.11359 -8.18015 0.00 -0.01 -0.03 0.00
O 3.27032 2.94525 -0.77679 -0.09 -0.04 -0.15 0.00
O 2.00001 2.63389 1.64053 -0.11 -0.04 -0.09 0.01
N 4.77214 -0.69920 -2.58128 0.07 0.08 0.03 0.00
N 4.60662 4.70724 -1.12698 -0.06 -0.04 -0.02 0.00
N 0.61888 0.89934 1.70277 0.12 -0.17 0.23 0.38
N -0.61831 1.91070 -3.41955 -0.03 0.14 0.13 0.00
C -2.47911 2.81946 0.45541 -0.01 -0.05 -0.02 0.00
C 0.67889 -2.31208 1.09898 -0.05 0.00 -0.08 -0.01
C -0.25276 -3.25038 4.20919 0.05 -0.08 -0.02 0.03
C -3.20440 -0.87526 4.70902 0.00 -0.08 0.09 0.00
C 0.81733 -3.40966 0.25135 0.03 0.07 0.01 -0.01
C -3.76475 0.45440 4.26476 -0.02 0.03 -0.06 0.02
C 1.06637 4.13055 -1.91592 -0.03 0.12 -0.03 0.01
C -1.53565 -3.60177 0.01511 -0.02 0.03 -0.02 0.00
C -1.90482 4.99862 2.03082 0.01 -0.02 0.04 0.00
C 0.78417 -2.29670 -3.29111 -0.01 -0.05 -0.01 0.00
C -0.31730 -1.69385 -2.70616 0.05 0.03 0.01 0.00
C -1.22512 1.10176 -7.56130 0.03 0.01 0.08 0.00
C -3.50742 3.46535 1.13726 0.02 0.02 0.01 0.00
C -4.23094 -3.53408 7.23513 -0.02 -0.03 0.03 0.00
C -3.14994 -2.05225 1.07695 -0.06 0.02 0.03 0.03
C -1.13054 3.20871 0.52402 -0.23 -0.06 -0.02 0.00
C 1.12843 -0.00504 -1.63489 0.02 -0.29 0.01 0.02
C -3.44975 -2.79547 6.18167 -0.02 0.03 -0.01 0.01
C -0.89488 4.32733 1.34640 -0.07 -0.01 -0.06 0.00
C -2.02288 -1.42476 4.18117 0.00 -0.01 0.07 0.16
C -0.26824 -4.06509 -0.30036 0.01 -0.01 -0.01 0.00
C -1.83245 1.94580 -3.95798 0.01 0.00 0.01 0.00
C 0.27891 1.37509 -5.56702 0.08 0.01 0.10 0.00
C -0.12109 -0.58157 -1.89198 -0.11 -0.03 0.06 -0.01
C 4.84631 -0.44314 -3.99623 -0.04 0.01 -0.08 0.00
C 2.05554 -1.80177 -3.01992 -0.01 0.01 0.01 0.00
C -3.22195 4.56639 1.93432 0.00 0.01 -0.01 0.00
C -1.73171 -2.49957 0.84011 0.09 -0.02 -0.05 -0.02
C 1.95200 -1.70316 1.61772 -0.01 -0.04 0.04 0.00
C 2.22468 -0.68643 -2.20122 0.02 0.00 -0.01 -0.01
C -0.07656 -5.23067 -1.23041 0.01 -0.03 -0.04 0.00
C 1.41369 1.89748 3.84299 -0.02 -0.04 0.08 0.06
C -2.07498 1.69739 -5.29946 -0.02 0.00 0.07 0.00
C 3.37934 4.13802 -1.06289 0.02 -0.11 0.10 0.00
C 0.41154 1.64132 -4.20985 -0.05 -0.09 -0.10 0.00
C 2.17616 4.99993 -1.33434 -0.03 0.05 0.02 0.00
C -0.99023 1.40152 -6.10947 -0.06 -0.01 -0.08 0.00
C 1.33760 1.78388 2.33990 -0.14 0.04 -0.29 -0.01
C -0.61334 -1.85224 1.39190 -0.02 0.02 -0.02 0.01
C -3.89921 -1.57533 5.69216 0.02 0.04 -0.05 0.00
C 5.25149 -1.99380 -2.17594 0.02 -0.10 0.02 0.00
C -2.26519 -3.30153 5.67346 0.05 -0.03 -0.01 0.00
C -1.53713 -2.63287 4.68724 -0.09 -0.02 0.05 -0.05
C 3.61724 -0.15870 -1.88377 -0.04 -0.04 0.03 0.00
H -1.66377 5.85874 2.64897 0.00 -0.01 0.00 0.00
H 0.12262 4.69695 1.47172 0.00 -0.01 -0.01 0.00
H -0.17206 -6.18335 -0.70236 0.00 0.02 0.01 0.00
H -1.02183 -0.12928 -1.46553 0.03 0.01 0.02 0.01
H -5.20329 -3.85412 6.85362 0.01 0.00 -0.01 0.00
H -0.81980 -5.21978 -2.02972 0.00 0.01 0.02 0.00
H 3.79767 -0.29064 -0.81138 0.01 -0.01 0.00 0.00
H -3.82195 -2.57702 0.39724 -0.01 0.00 0.01 0.00
H 1.82033 -3.73916 -0.00227 -0.01 -0.01 0.00 0.00
H 5.15929 -2.09363 -1.09305 0.00 0.02 -0.01 0.00
H -1.88301 -4.24474 6.05412 -0.01 0.01 0.00 0.00
H -3.26635 -0.97907 0.91072 0.02 0.00 0.00 -0.01
H 2.48537 5.88468 -1.91650 0.06 -0.04 -0.03 0.00
H 3.61708 0.92356 -2.02969 0.00 0.03 -0.04 0.00
H -2.75602 1.95701 -0.15363 0.00 0.01 0.01 0.00
H -2.40357 -4.08526 -0.42332 0.01 0.00 0.01 0.00
H 4.31815 -1.18100 -4.62149 0.01 0.02 0.01 0.00
H -3.47397 -2.25775 2.09996 0.01 0.02 0.00 -0.01
H 0.66267 -3.15731 -3.94061 0.00 0.00 0.00 0.00
H 4.40651 0.53347 -4.20677 0.03 0.01 0.00 0.00
H 5.88996 -0.42103 -4.32869 0.01 -0.03 0.03 0.00
H 1.87549 5.39370 -0.35300 -0.01 -0.03 0.01 0.00
H -3.95382 0.48623 3.19041 0.01 -0.04 -0.02 0.00
H 4.70917 5.67849 -1.34914 0.01 0.03 0.01 0.00
H -3.08634 1.28445 4.47471 0.03 -0.03 0.02 0.00
H 0.47382 2.30674 4.22312 0.01 0.03 -0.03 0.00
H 1.85355 -1.32938 2.63613 -0.04 0.00 0.03 0.01
H 2.74789 -2.45000 1.59029 0.00 0.02 0.01 0.00
H -3.08245 1.73108 -5.69207 0.01 -0.01 -0.02 0.00
H 4.72287 -2.84792 -2.63035 0.01 0.02 0.00 0.00
H 0.03921 -4.07678 4.85885 0.00 0.01 0.01 0.00
H 2.22804 2.56662 4.11289 0.00 0.00 0.00 0.00
H 0.91072 -5.19925 -1.69232 0.00 0.01 0.01 0.00
H -4.70392 0.65301 4.78299 0.02 0.02 -0.02 0.00
H -4.41764 -2.90388 8.10710 0.01 0.01 -0.01 0.00
H -4.53002 3.10916 1.05073 0.01 0.01 -0.01 0.00
H -2.65050 2.17318 -3.28274 0.02 0.02 0.00 0.00
H 1.38354 1.60389 -3.73273 -0.01 0.02 -0.02 0.00
H 1.14718 1.14238 -6.16637 -0.02 0.00 -0.01 0.00
H 0.12737 4.69248 -1.94458 -0.01 0.01 0.01 0.00
H 1.55379 0.91908 4.30547 0.01 0.01 -0.02 -0.01
H 1.32310 3.89323 -2.95872 0.01 -0.01 0.01 0.00
H 6.31167 -2.09905 -2.43148 0.00 0.02 -0.02 0.00
H 2.24105 -0.85353 0.99882 0.00 -0.01 -0.02 0.01
H 0.55668 -2.51857 4.20191 0.00 0.03 -0.02 0.00
H -4.81817 -1.14810 6.08492 0.01 -0.02 0.01 0.00
H 2.91479 -2.29050 -3.46304 -0.07 -0.01 0.02 0.00
H -0.34507 -3.63129 3.19054 0.00 -0.02 0.07 0.00
H 5.40853 4.15436 -0.88094 0.02 0.00 0.00 0.00
H -3.69759 -4.42307 7.57266 0.01 0.00 -0.01 0.00
H -4.01189 5.08200 2.46965 0.00 -0.01 0.00 0.00
H -1.31614 -2.08178 -2.87916 0.01 0.00 0.00 0.00
```
Positions in Å, forces in eV/Å.

Summary:
**Max |F|**: 0.89 eV/Å
**Multiplicity**: 2
**ΔE to the lowest compared entry with this formula, charge and spin**: 55.0 kJ/mol
**Charge**: -1
**Energy**: -2683.34054 Ha
**Kohn-Sham gap (alpha / beta)**: 6.53 / 6.31 eV
**LUMO level (alpha / beta)**: 0.086 / 0.068 Ha

=====

[2]
Here is 2 unconnected molecules or ions with the total composition C44H52NSi from the Open Molecules 2025 dataset. Energies are from ωB97M-V/def2-TZVPD.

The geometry in XYZ format:
```
98
Properties=species:S:1:pos:R:3:forces:R:3:mulliken_charge:R:1
Si 3.24260 -0.57578 -2.18131 0.15 -0.21 -0.12 -0.22
N 0.85967 -2.07080 -2.08047 -0.64 0.30 0.18 -0.15
C 5.00910 -0.35819 -4.44629 0.64 -0.08 0.13 -0.26
C 3.86399 -2.06755 0.11445 -0.35 0.08 0.75 -0.18
C -1.99784 1.90218 3.83324 -0.06 -0.22 0.15 1.30
C -2.25481 3.08410 2.93089 -0.23 0.52 -0.17 -1.77
C 7.43161 -0.38564 -4.24224 -0.16 -0.04 0.33 -0.54
C -4.52243 -1.28190 0.56148 0.03 -0.48 -0.83 0.45
C -4.09827 0.71969 -0.80299 -0.13 0.45 0.45 1.36
C 1.98915 -2.12188 -4.20795 -0.08 0.08 0.25 -0.41
C 3.55886 0.30938 0.51056 -0.11 -0.54 0.54 -0.38
C 0.67676 1.58959 2.08745 0.25 0.28 -0.12 -1.22
C -2.17151 -0.39316 0.36726 -0.86 0.41 0.61 -0.43
C 2.17868 -2.07614 -2.67140 1.58 -0.07 -0.04 0.36
C -4.15018 -2.15656 1.72135 0.04 -0.04 0.36 -1.42
C -0.14981 -2.51777 -3.03289 -0.49 0.00 0.11 -0.56
C -2.57363 1.98374 5.10118 0.10 -0.09 -0.07 -0.99
C -2.40347 0.98585 6.05313 0.07 -0.05 -0.24 0.55
C 3.57639 -0.78293 -0.36626 0.35 0.27 0.00 0.41
C 2.36933 3.31499 -3.41315 -0.25 -0.27 0.20 -0.77
C 3.71573 -1.22956 2.37999 0.04 0.06 -0.16 -0.53
C -2.98468 1.12678 7.42588 -0.09 0.00 0.32 -1.54
C -5.80786 -1.33752 0.03238 0.61 0.22 0.49 -0.99
C 0.54028 -2.60453 -4.40050 0.20 -0.67 -0.23 -0.80
C -1.63085 -0.12198 5.71083 -0.04 0.19 0.08 -1.04
C 1.02785 1.18686 -2.17106 -0.10 0.56 -0.30 0.32
C 0.33879 2.35765 -2.50492 0.27 -0.07 0.01 -0.33
C 6.28225 -0.27838 -5.02960 -0.30 -0.01 0.06 -0.74
C 2.38405 1.04544 -2.51662 -0.23 0.15 0.16 0.08
C -6.25184 -0.41474 -0.92689 0.22 -0.34 -0.05 0.65
C 7.31277 -0.57662 -2.86084 -0.27 0.01 -0.19 -0.74
C -1.42629 0.78009 0.87422 -0.72 0.92 -0.35 0.52
C -0.51452 0.62965 2.13737 0.11 -0.65 0.12 1.11
C 6.04482 -0.65591 -2.27136 0.38 0.03 -0.40 -0.29
C -0.14926 -1.43245 4.18081 0.14 -0.33 0.13 -1.46
C -7.61839 -0.54370 -1.52543 -0.12 0.21 -0.08 -1.48
C -5.39887 0.63244 -1.28477 0.14 -0.22 0.20 -0.87
C -3.56734 -0.32492 0.04130 -0.05 -0.11 0.12 0.73
C 0.99577 3.41285 -3.15137 0.24 -0.19 0.16 -0.79
C 3.61704 0.07828 1.89070 0.12 -0.16 -0.09 -0.61
C -1.02601 -0.23472 4.46121 -0.17 0.10 -0.29 0.72
C -3.30624 1.91393 -1.23417 0.15 0.36 -0.44 -1.08
C 3.05785 2.13269 -3.09564 -0.40 0.29 -0.06 -0.55
C 4.88757 -0.55459 -3.05755 0.10 0.00 -0.13 0.45
C 3.88876 -2.30150 1.49496 0.06 0.23 -0.22 -0.89
C -1.23888 0.76235 3.48411 -0.09 0.09 0.02 0.45
H -1.37146 3.40157 2.35709 -0.45 -0.15 0.10 0.24
H 0.86210 -1.15211 3.84532 -0.33 -0.06 0.04 0.17
H 2.89930 4.15827 -3.85721 -0.14 -0.26 0.07 0.38
H 2.16063 -1.14081 -4.67098 -0.20 -0.17 0.11 -0.02
H -0.97138 -1.79559 -3.00779 -0.16 -0.04 -0.28 0.16
H 4.05455 -2.88551 -0.58667 -0.23 0.19 0.29 0.39
H -0.81757 1.18553 0.03789 0.07 -0.19 0.25 -0.22
H -3.09248 2.88691 2.23631 0.34 0.11 0.15 0.22
H -2.55608 1.99783 7.93641 -0.07 -0.16 -0.07 0.33
H 3.49937 1.32949 0.12204 -0.17 -0.31 0.11 0.39
H -1.63593 -1.35316 0.29282 -0.44 0.15 0.47 0.63
H -0.09643 -0.38439 2.09687 -0.02 0.24 -0.07 0.16
H 0.75555 -2.43119 -1.13842 0.40 -0.14 -0.37 0.25
H 1.37815 1.31842 2.89148 -0.27 0.11 -0.32 0.40
H 1.19845 1.51045 1.12300 -0.06 0.01 0.30 0.13
H 2.79494 -2.95205 -2.35064 -0.48 0.18 -0.30 0.40
H -3.75492 -1.56684 2.56538 -0.07 -0.10 -0.36 0.24
H -6.49161 -2.09293 0.42057 0.11 0.21 -0.09 0.45
H 0.00636 -2.11277 -5.22450 0.15 0.00 0.39 0.35
H -7.77753 0.23678 -2.27451 -0.13 -0.04 0.25 0.35
H -2.57647 3.95196 3.53772 0.22 -0.45 -0.29 0.48
H 0.40051 2.64372 2.24310 0.02 -0.44 -0.08 0.19
H 0.50587 0.36929 -1.66273 0.23 0.18 -0.30 0.82
H -3.16025 2.87195 5.34690 0.17 -0.23 0.00 0.42
H -3.22505 2.69472 -0.46013 -0.02 -0.44 -0.05 0.39
H 5.95685 -0.78881 -1.18869 0.10 0.04 -0.43 0.29
H 6.37820 -0.12807 -6.10546 -0.03 -0.03 0.27 0.40
H -3.81946 2.39479 -2.07839 0.32 -0.20 0.15 0.48
H -0.02277 -2.03947 5.08709 -0.09 0.19 -0.22 0.45
H 4.04578 -3.31097 1.87251 -0.01 0.24 -0.03 0.44
H -7.76675 -1.50109 -2.04176 0.19 0.08 0.29 0.36
H 8.20097 -0.66433 -2.23951 -0.12 0.04 -0.14 0.41
H -1.48514 -0.90216 6.45889 0.07 0.13 -0.21 0.31
H -5.77133 1.40904 -1.95401 0.19 -0.24 0.11 0.37
H 4.13000 2.06202 -3.29935 -0.38 -0.01 -0.02 0.45
H -3.38225 -2.89198 1.44744 -0.10 0.05 0.02 0.33
H 3.57794 0.91595 2.58812 0.06 -0.23 -0.17 0.53
H -2.18450 1.53876 1.11321 0.42 -0.15 -0.39 -0.98
H 2.71505 -2.82159 -4.64560 -0.25 0.31 0.04 0.32
H -4.07256 1.26539 7.41424 0.20 -0.05 -0.09 0.35
H -0.57948 -3.50601 -2.79595 0.12 0.24 0.14 0.41
H -2.29550 1.63050 -1.54177 -0.24 0.18 0.00 -0.38
H -0.59477 -2.08972 3.41715 0.19 0.15 0.13 0.27
H 0.59601 -3.66925 -4.64572 -0.13 0.13 -0.21 0.26
H 4.11542 -0.26062 -5.07159 0.39 -0.01 0.19 0.23
H -0.71878 2.44285 -2.25726 0.29 0.13 -0.16 0.16
H 0.44007 4.31321 -3.42644 0.24 -0.28 0.11 0.40
H 3.68622 -1.41136 3.45691 0.12 0.06 -0.32 0.48
H -5.03457 -2.67931 2.10379 0.29 -0.04 -0.20 0.42
H -2.75799 0.23889 8.02078 -0.08 0.14 0.03 0.36
H 8.42197 -0.31333 -4.69752 -0.34 -0.04 0.11 0.38
H -8.37396 -0.47202 -0.72952 0.10 0.01 -0.31 0.35
```
Positions in Å, forces in eV/Å.

Summary:
**Max |F|**: 1.58 eV/Å
**Charge**: +1
**Energy**: -2051.82387 Ha
**Kohn-Sham gap**: 4.61 eV
**LUMO level**: -0.202 Ha